No. 1
Here is a 2-piece molecular cluster, C3H4FNO overall at a distorted geometry from OMol25. Energies are from ωB97M-V/def2-TZVPD.

```
10
Properties=species:S:1:pos:R:3:forces:R:3
O 3.64170 1.60271 0.52657 -0.3 1.3 0.9
C 3.68432 0.50740 0.18940 -0.1 0.4 -0.2
N 4.03001 -0.49722 -0.39353 1.8 0.4 -1.1
F 3.42569 -1.65435 -0.30323 -1.3 -2.2 0.3
C 0.76389 -0.52205 0.01034 -1.6 -0.8 -3.2
C 0.56422 0.77732 -0.09984 1.8 0.6 1.5
H 1.17143 -1.10436 0.71410 1.8 -0.9 3.7
H 0.52745 -1.35382 -0.70944 -0.5 1.6 -0.3
H 1.06882 1.45882 0.72932 -1.7 -1.1 -2.0
H 0.16330 1.12632 -1.04373 -0.1 0.6 0.4
```
Positions in Å, forces in eV/Å.

orbital gap: 10.6 eV

These are the natural (NBO) partial charges, in e, on atoms 1 to 4: O -0.45; C 0.80; N -0.19; F -0.17

No. 2
Here is one molecule with the formula C3H4FNO2 at a distorted geometry from OMol25. Energies are from ωB97M-V/def2-TZVPD.

```
11
Properties=species:S:1:pos:R:3:forces:R:3
O 1.42549 1.01825 0.89776 0.2 0.2 0.4
N 1.53581 0.25705 -0.02847 2.3 1.1 -2.6
O 2.26940 0.43752 -1.02226 -1.1 -0.4 1.7
C 0.66389 -0.88560 -0.02232 -3.3 -1.6 2.1
C -0.76181 -0.30124 -0.24120 0.1 -1.4 -0.9
C -1.42613 0.65036 0.36496 -1.4 2.6 -0.5
F -2.63584 1.08298 -0.23254 1.3 -1.0 0.8
H 0.73606 -1.67644 -0.82996 1.0 1.2 1.2
H 0.69634 -1.26197 1.09534 0.2 0.2 -2.5
H -1.29573 -0.75826 -1.09648 0.3 0.3 0.6
H -1.20749 1.43737 1.11517 0.3 -1.2 -0.3
```
Positions in Å, forces in eV/Å.

orbital gap: 10.3 eV

These are the natural (NBO) partial charges, in e, on atoms 1 to 4: O -0.36; N 0.52; O -0.37; C -0.32

No. 3
Here is one molecule with the formula C3H4FNO3 at a distorted geometry from OMol25. Energies are from ωB97M-V/def2-TZVPD.

```
12
Properties=species:S:1:pos:R:3:forces:R:3
O 1.37048 1.62727 0.09295 -0.6 0.2 -1.0
N 1.04198 0.89709 0.99945 1.3 0.3 -0.4
O 1.42678 1.03682 2.11674 -0.3 -0.3 1.6
C 0.21187 -0.32012 0.66907 -3.1 0.2 -1.5
F 0.55266 -1.26341 1.49486 0.1 -0.6 1.0
C 0.09605 -0.67864 -0.83010 -0.8 -1.6 1.9
C -1.26762 0.05495 -0.73008 3.1 0.1 0.2
O -1.20781 0.08945 0.72028 1.8 -0.5 0.2
H -0.00764 -1.84125 -0.94940 0.7 2.4 0.0
H 0.85883 -0.10463 -1.28838 0.7 -0.3 -1.4
H -1.04217 1.02206 -1.16518 -1.0 0.4 0.0
H -2.03340 -0.51960 -1.13020 -1.9 -0.5 -0.5
```
Positions in Å, forces in eV/Å.

orbital gap: 11.2 eV

These are the natural (NBO) partial charges, in e, on atoms 1 to 4: O -0.38; N 0.49; O -0.32; C 0.67

No. 4
Here is one molecule with the formula C3H4FNOS2 from OMol25. Energies are from ωB97M-V/def2-TZVPD.

```
12
Properties=species:S:1:pos:R:3:forces:R:3
F -1.39905 1.89725 -0.00743 0.0 0.2 0.0
C -1.80920 0.64750 -0.44308 -0.2 -0.2 -0.6
C -0.80773 -0.42552 -0.06608 0.0 0.1 0.0
S -0.98768 -1.97133 -0.56826 0.0 0.2 0.1
N 0.16518 0.06510 0.72031 -0.1 -0.5 -0.1
O 1.21879 -0.74507 1.07278 0.0 -0.3 0.1
C 2.31261 -0.63618 0.28995 0.6 -0.2 0.1
S 2.57778 0.38429 -0.91821 -0.1 0.0 0.0
H -1.91926 0.67059 -1.54612 0.1 0.0 0.6
H -2.78021 0.42904 0.00872 0.1 0.0 0.0
H 0.37078 1.04073 0.79141 0.0 0.5 -0.1
H 3.05799 -1.35639 0.66600 -0.4 0.3 -0.1
```
Positions in Å, forces in eV/Å.

orbital gap: 8.9 eV

These are the natural (NBO) partial charges, in e, on atoms 1 to 4: F -0.37; C -0.01; C 0.04; S -0.10

No. 5
Here is one molecule with the formula C3H4FNS at a distorted geometry from OMol25. Energies are from ωB97M-V/def2-TZVPD.

```
10
Properties=species:S:1:pos:R:3:forces:R:3
C 0.49784 -1.66244 -1.62481 0.2 0.0 0.2
C -0.69907 1.04417 0.91506 -0.9 -0.9 1.3
C 0.29737 -0.98394 -0.41806 -1.0 2.7 -1.0
N 0.61803 -2.17282 -2.64076 0.2 -0.6 -0.9
F 1.92988 1.22894 0.21783 -2.1 -0.2 -0.7
S 0.20995 0.68527 -0.55411 2.2 -2.1 0.7
H -1.06898 2.05278 0.91565 0.2 0.5 -0.1
H 0.04649 0.87439 1.69019 -0.2 0.3 0.2
H -1.59489 0.37826 1.12714 1.2 0.6 -0.8
H -0.23662 -1.44462 0.37186 0.1 -0.4 0.8
```
Positions in Å, forces in eV/Å.

orbital gap (spin up / spin down): 8.4 / 8.4 eV

These are the natural (NBO) partial charges, in e, on atoms 1 to 4: C 0.22; C -0.82; C -0.63; N -0.29

No. 6
Here is one molecule with the formula C3H4FNS at a distorted geometry from OMol25. Energies are from ωB97M-V/def2-TZVPD.

```
10
Properties=species:S:1:pos:R:3:forces:R:3
C 2.52828 -0.94229 0.08001 -0.1 0.8 0.7
C 1.56119 -0.04214 0.00061 0.1 1.4 -1.1
F 1.76808 1.30099 -0.02605 0.3 -0.8 0.5
C 0.19208 -0.42595 -0.18634 -3.0 -0.6 1.0
N -0.82837 0.38032 -0.01187 2.1 -1.1 -0.4
S -2.42002 -0.17213 0.02966 0.2 -0.3 -0.1
H 3.49288 -0.61418 0.40628 0.6 -0.1 -0.3
H 2.27268 -1.98006 0.00264 0.1 -0.3 0.1
H 0.18557 -1.56447 -0.22603 -0.8 1.3 -0.2
H -3.03417 1.00406 0.29453 0.5 -0.1 -0.1
```
Positions in Å, forces in eV/Å.

orbital gap: 8.9 eV

These are the natural (NBO) partial charges, in e, on atoms 1 to 4: C -0.45; C 0.36; F -0.32; C 0.00

No. 7
Here is one molecule with the formula C3H4FNS at a distorted geometry from OMol25. Energies are from ωB97M-V/def2-TZVPD.

```
10
Properties=species:S:1:pos:R:3:forces:R:3
C -1.50770 -1.20530 -0.48006 1.8 0.3 -0.1
C -0.62742 -0.20845 -0.75087 -0.7 -1.3 0.1
F -0.85661 0.39637 -1.90218 -0.6 1.0 -2.1
C 0.59548 0.47741 -0.23284 -0.3 -1.7 -2.9
N 0.82712 0.43593 0.96589 -0.3 0.4 3.3
S 2.10443 1.33496 1.49990 0.7 0.4 2.1
H -1.42783 -1.94194 0.30026 0.2 0.4 0.5
H -2.17864 -1.51302 -1.27467 -0.1 0.6 0.0
H 1.35816 0.86378 -0.97188 -1.3 0.0 0.3
H 1.71300 1.36027 2.84645 0.5 -0.1 -1.4
```
Positions in Å, forces in eV/Å.

orbital gap: 9.3 eV

These are the natural (NBO) partial charges, in e, on atoms 1 to 4: C -0.47; C 0.36; F -0.34; C 0.03

No. 8
Here is a 2-piece molecular cluster, C3H4FO3 overall at a distorted geometry from OMol25. Energies are from ωB97M-V/def2-TZVPD.

```
11
Properties=species:S:1:pos:R:3:forces:R:3
C -0.05915 1.67052 0.57239 0.9 -2.7 -0.4
C -0.36663 -0.66506 -0.96575 0.1 0.1 -0.2
C 0.59923 -0.42089 0.11172 -0.9 1.8 0.2
O -0.46712 1.54894 1.69363 -0.3 0.3 0.7
O 0.12406 2.38726 -0.36147 0.0 0.7 -0.4
O 0.40630 -1.12701 1.32511 -0.1 -0.1 -0.1
F -0.10180 -1.79270 -1.87045 0.1 -0.2 0.1
H -1.36074 -0.89131 -0.57161 0.1 0.1 0.1
H -0.40306 0.17558 -1.66792 0.0 -0.1 0.2
H 1.64335 -0.39481 -0.19296 0.0 0.0 0.0
H -0.01443 -0.49054 1.92732 0.1 0.1 -0.2
```
Positions in Å, forces in eV/Å.

charge: -1
orbital gap: 7.1 eV

These are the natural (NBO) partial charges, in e, on atoms 1 to 4: C 0.91; C -0.04; C -0.20; O -0.71

No. 9
Here is a 2-piece molecular cluster, C3H4FP overall at a distorted geometry from OMol25. Energies are from ωB97M-V/def2-TZVPD.

```
9
Properties=species:S:1:pos:R:3:forces:R:3
C -0.02967 0.04302 -0.58643 1.0 -1.2 1.3
C 0.27138 -0.72669 0.29652 -0.7 0.7 -0.2
C 0.14730 -1.61890 1.44936 -0.6 -0.6 -0.2
F -1.08519 3.55012 -2.59385 1.7 0.0 0.1
P 0.57489 3.55661 -2.51397 -1.7 0.0 -0.1
H -0.06925 0.73403 -1.35901 -0.2 0.7 -0.9
H -0.52715 -1.13764 2.15261 -0.5 -0.2 -0.1
H 0.99212 -1.82456 2.08919 0.8 0.0 -0.5
H -0.27443 -2.57599 1.06557 0.2 0.6 0.6
```
Positions in Å, forces in eV/Å.

orbital gap (spin up / spin down): 7.4 / 7.3 eV

These are the natural (NBO) partial charges, in e, on atoms 1 to 4: C -0.25; C 0.00; C -0.69; F -0.59

No. 10
Here is C3H4GaO3 as an isolated structure at a distorted geometry from OMol25. Energies are from ωB97M-V/def2-TZVPD.

```
11
Properties=species:S:1:pos:R:3:forces:R:3
H 2.07431 -1.57670 0.13637 -0.7 0.3 -0.1
O -1.37214 1.93719 0.48309 0.4 -4.3 -1.0
O 2.04871 0.45895 -0.05175 1.4 -2.7 -0.9
C 1.76038 -0.72125 -0.48876 1.4 0.8 -0.2
C -0.66000 -0.84484 -0.47964 -0.6 -2.7 -1.0
O -1.55226 -0.48881 0.57944 1.1 3.6 -2.1
C -0.92771 0.73576 0.25400 -4.0 1.8 3.2
H 1.76592 -0.83368 -1.58874 -0.5 -0.1 0.5
H -0.58358 -1.94035 -0.45397 1.2 0.1 0.5
H -0.87922 -0.61898 -1.53457 -0.4 0.5 0.4
Ga 0.76034 1.61985 0.40165 0.8 2.6 0.8
```
Positions in Å, forces in eV/Å.

charge: +1
orbital gap (spin up / spin down): 6.7 / 7.3 eV

These are the natural (NBO) partial charges, in e, on atoms 1 to 4: H 0.21; O -0.53; O -0.76; C 0.22

Ordered relative energy (zero: lowest compared OMol25 entry of this formula, charge and spin) results: 440.23, 430.60, 502.29, 208.69, 206.64, 126.39, 165.62, 125.79, 272.20, 592.82; unit kJ/mol.